Model P:
# C3H5FN2S2

The molecule C3H5FN2S2 (wB97M-V/def2-TZVPD, the Open Molecules 2025 dataset).

Geometry as XYZ:
```
13
Properties=species:S:1:pos:R:3
N 1.34758 -0.38315 -0.50121
C 0.18540 -1.06413 -0.66329
C -0.91868 -0.83017 0.08231
F -1.86116 -1.74606 0.18718
C -0.99339 0.21520 1.08461
S -1.68326 0.02797 2.69016
N -0.51732 1.38536 0.51569
S -0.36413 1.82226 -1.14938
H 2.20958 -0.74778 -0.91646
H 1.66587 0.20991 0.37032
H 0.23934 -1.90843 -1.55775
H -0.07261 2.05244 1.35220
H 0.76278 0.96658 -1.49437
```

LUMO in eV: -0.4
Spin multiplicity: 1
Orbital gap in Ha: 0.283
SMILES string: N/C=C(/F)C(=S)NS


Model Q:
# C3H5FN2S2

The molecule C3H5FN2S2 (wB97M-V/def2-TZVPD, the Open Molecules 2025 dataset).

Geometry as XYZ:
```
13
Properties=species:S:1:pos:R:3
F 0.89397 1.55750 -0.37577
C 0.03076 0.65435 0.25507
C -1.44252 0.89517 -0.09560
S -2.28369 -0.69008 0.08242
N -0.82607 -1.49673 -0.41491
C 0.33013 -0.77245 -0.13095
N 1.47900 -1.33109 -0.06017
S 3.00721 -0.55104 0.01745
H 0.18974 0.78659 1.36131
H -1.42134 1.03666 -1.16597
H -1.86785 1.68332 0.46674
H -0.68405 -2.45343 -0.21684
H 2.59472 0.68121 0.27722
```

LUMO in eV: 0.5
Spin multiplicity: 1
Orbital gap in Ha: 0.315
SMILES string: F[C@H]1CSN/C1=N/S


Relative to the most stable one, in kcal/mol, the structures come out at model P 38.1; model Q 0.0.


Model P:
# C2H6BrOP

A cluster of 2 separate species, C2H6BrOP in total (wB97M-V/def2-TZVPD, the Open Molecules 2025 dataset).

Geometry as XYZ:
```
11
Properties=species:S:1:pos:R:3
C 1.63476 -0.22207 1.39844
C -1.81516 -0.49745 -1.18104
O 1.88127 -0.13312 0.11068
P 1.50363 1.17955 -0.74885
Br -1.59906 0.34528 0.61159
H 1.47757 0.60091 2.09914
H 1.39954 -1.08875 1.91427
H -0.96827 -0.16646 -1.78113
H -1.53773 -1.60997 -1.02255
H 0.77325 1.97119 0.24871
H -2.74980 -0.37913 -1.64926
```

LUMO (alpha / beta) in eV: 0.5 / -0.5
Spin multiplicity: 1
Orbital gap (alpha / beta) in Ha: 0.304 / 0.267


Model Q:
# C2H6BrOP

A structure of composition C2H6BrOP (wB97M-V/def2-TZVPD, the Open Molecules 2025 dataset).

Geometry as XYZ:
```
11
Properties=species:S:1:pos:R:3
C -0.41636 0.61621 -1.31595
C 0.84752 -0.84164 1.10489
O 2.17969 2.40615 0.30119
P 1.09044 0.43861 -0.29552
Br 2.26915 -0.94535 -1.72953
H -1.39961 0.87778 -0.74976
H -0.25224 1.44046 -1.93642
H -0.61991 -0.24812 -1.93197
H 0.16203 -0.36678 1.76721
H 0.49985 -1.63159 0.55983
H 1.83336 -1.10436 1.48011
```

LUMO (alpha / beta) in eV: -1.0 / -1.0
Spin multiplicity: 1
Orbital gap (alpha / beta) in Ha: 0.311 / 0.311


Relative to the most stable one, in kcal/mol, the structures come out at model P 0.0; model Q 9.5.


Model P:
# C2H7NS2

A cluster of 2 separate species, C2H7NS2 in total (wB97M-V/def2-TZVPD, the Open Molecules 2025 dataset).

Geometry as XYZ:
```
12
Properties=species:S:1:pos:R:3
C -1.22995 0.94772 1.36848
C 1.43638 -0.43343 -1.80223
N 0.00468 0.27989 1.17031
S 0.15420 -1.29000 1.12797
S 0.56744 1.07285 -1.39244
H -1.14708 1.95248 0.96010
H -2.08757 0.43281 0.91599
H -1.40501 1.03352 2.44784
H 2.49027 -0.22386 -1.96885
H 0.99026 -0.89420 -2.67916
H 1.32876 -1.11395 -0.94553
H -1.10239 -1.76385 0.79753
```

LUMO in eV: -1.7
Spin multiplicity: 1
Orbital gap in Ha: 0.234


Model Q:
# C2H7NS2

A cluster of 2 separate species, C2H7NS2 in total (wB97M-V/def2-TZVPD, the Open Molecules 2025 dataset).

Geometry as XYZ:
```
12
Properties=species:S:1:pos:R:3
C 0.36532 -1.46645 1.76241
N 0.78302 -1.95456 0.68143
H -0.24944 -2.08136 2.43245
H 0.48276 -0.43878 2.11029
H 1.61761 -1.52795 0.28872
C -0.13189 0.38512 -1.46966
S -1.45306 0.55541 -0.23374
S -0.89495 2.49052 0.45001
H 0.74649 0.96847 -1.21262
H -0.56506 0.70877 -2.41386
H 0.17678 -0.65799 -1.59450
H -0.87757 3.01879 -0.80091
```

LUMO in eV: 0.4
Spin multiplicity: 1
Orbital gap in Ha: 0.335
SMILES string: C=N.CSS


Relative to the most stable one, in kcal/mol, the structures come out at model P 46.2; model Q 0.0.


Model P:
# C2H7NS2

A cluster of 2 separate species, C2H7NS2 in total (wB97M-V/def2-TZVPD, the Open Molecules 2025 dataset).

Geometry as XYZ:
```
12
Properties=species:S:1:pos:R:3
C -2.10357 0.66851 -0.71325
C -0.75156 0.38389 -0.09921
N -0.31851 -0.75332 0.24515
S 2.43476 -0.89802 0.87351
S 2.44196 -0.08058 -0.85294
H -2.70392 0.58080 0.23116
H -1.97193 1.72916 -1.13842
H -2.59321 -0.01841 -1.46595
H 0.00791 1.21312 0.02040
H 2.50750 -0.05343 1.86551
H -0.82076 -1.62025 -0.03965
H 3.87134 -1.15146 1.07369
```

LUMO in eV: 0.5
Spin multiplicity: 1
Orbital gap in Ha: 0.309


Model Q:
# C2H7NS2

A cluster of 2 separate species, C2H7NS2 in total (wB97M-V/def2-TZVPD, the Open Molecules 2025 dataset).

Geometry as XYZ:
```
12
Properties=species:S:1:pos:R:3
N -0.89249 0.68758 0.31514
C -0.02701 -0.21872 -0.36916
C 1.48262 0.02141 -0.07767
S 2.12207 0.58587 -2.13396
S -2.25405 -0.75266 2.22373
H -1.91419 0.54509 0.30482
H -0.90347 0.36356 1.32426
H -0.18477 -1.27138 -0.07251
H -0.16142 -0.20650 -1.45646
H 1.70711 0.47470 0.89580
H 2.11807 -0.85892 -0.19935
H 1.80293 1.21045 -0.93897
```

LUMO in eV: -3.5
Spin multiplicity: 1
Orbital gap in Ha: 0.205


Relative to the most stable one, in kcal/mol, the structures come out at model P 0.0; model Q 95.2.


Model P:
# C6H17N2

A structure of composition C6H17N2 (wB97M-V/def2-TZVPD, the Open Molecules 2025 dataset).

Geometry as XYZ:
```
25
Properties=species:S:1:pos:R:3
N 0.82521 0.41219 -1.44266
C 2.19272 0.76645 -1.11959
C 2.87398 -0.60312 -0.68274
N -0.36644 -0.33596 0.46189
C -1.44468 -1.25137 0.12517
C -2.09169 -0.95306 -1.20955
C -0.85573 0.93287 1.01288
C -0.81457 0.84182 2.57883
H 2.04375 -0.93548 -0.01430
H 0.17794 0.00859 -0.61893
H 0.38112 0.85176 -2.20149
H 2.23598 1.36608 -0.16733
H 2.63644 1.37158 -1.91701
H 3.73260 -0.42944 -0.05627
H 3.05490 -1.39664 -1.37895
H -2.23090 -1.12924 0.90836
H -1.18991 -2.32135 0.07640
H -2.96449 -1.62869 -1.33714
H -2.47311 0.08384 -1.37930
H -1.36728 -1.18853 -1.96357
H -1.89350 1.23167 0.72688
H -0.18701 1.76977 0.70822
H 0.24132 0.68465 2.81185
H -1.39170 0.03324 3.04510
H -1.12495 1.81839 3.03325
```

LUMO in eV: -7.9
Spin multiplicity: 1
Orbital gap in Ha: 0.215
Net charge: +1


Model Q:
# C6H17N2

A cluster of 2 separate species, C6H17N2 in total (wB97M-V/def2-TZVPD, the Open Molecules 2025 dataset).

Geometry as XYZ:
```
25
Properties=species:S:1:pos:R:3
C 0.02860 0.67528 -1.95728
C 0.23594 1.80474 -0.93084
C -1.10047 2.26444 -0.31884
C 1.21574 1.35325 0.17695
H 0.99432 0.32579 -2.42387
H -0.44623 -0.20154 -1.48233
H -0.64333 1.04590 -2.79201
H 0.70689 2.64959 -1.45223
H -0.94925 3.06997 0.41263
H -1.60776 1.41634 0.21673
H -1.75785 2.60711 -1.09600
H 2.15950 1.03980 -0.24721
H 1.44844 2.15694 0.88503
H 0.75445 0.50643 0.75140
C 0.69178 -2.88149 -0.19014
N -1.06014 -0.78257 2.28816
C -0.75736 -1.46142 1.18430
N 0.33906 -2.15846 1.03108
H 1.69357 -2.56631 -0.52092
H -0.06014 -2.67118 -0.93814
H 0.72525 -3.94749 0.02595
H -0.34607 -0.59625 2.99452
H -1.79916 -0.06870 2.23868
H -1.49295 -1.43633 0.37206
H 1.02716 -2.14386 1.77232
```

LUMO in eV: -3.6
Spin multiplicity: 1
Orbital gap in Ha: 0.402
Net charge: +1


Model R:
# C6H17N2

A cluster of 2 separate species, C6H17N2 in total (wB97M-V/def2-TZVPD, the Open Molecules 2025 dataset).

Geometry as XYZ:
```
25
Properties=species:S:1:pos:R:3
N 0.95322 -1.52545 3.87056
C 0.37853 -0.40359 0.05281
C -0.78367 0.25551 0.56712
C -0.72322 1.76709 0.11557
C -1.80676 2.58800 0.82994
C 0.32249 -1.50305 -0.89620
N 0.16394 -0.91327 -2.24250
C 1.39260 -0.38236 -2.85293
H 1.34804 -0.68247 3.47547
H 0.58539 -2.12533 3.13774
H 0.18171 -1.28651 4.48249
H 1.32639 -0.19229 0.55802
H -1.67395 -0.20221 0.14225
H -0.84174 0.24151 1.65867
H -0.88996 1.83081 -0.95876
H 0.27224 2.15237 0.32325
H -2.70178 2.61851 0.21024
H -2.12908 2.10021 1.75171
H -1.48975 3.59161 1.07863
H 1.25946 -2.06493 -0.88405
H -0.44458 -2.24592 -0.69194
H -0.63174 -0.28509 -2.25151
H 2.04258 -1.22166 -3.07060
H 1.92790 0.34552 -2.24475
H 1.16604 0.07831 -3.81516
```

LUMO in eV: -6.8
Spin multiplicity: 1
Orbital gap in Ha: 0.237
Net charge: +1


Model S:
# C6H17N2

The ion C6H17N2 with charge +1 (wB97M-V/def2-TZVPD, the Open Molecules 2025 dataset).

Geometry as XYZ:
```
25
Properties=species:S:1:pos:R:3
C 0.77417 -0.25442 -1.92835
C 0.04701 -1.09380 -0.86159
N -0.12492 -0.31995 0.30826
C 0.80037 -0.79859 1.34257
C 2.32895 -0.70281 1.03661
C -1.57995 -0.21466 0.63462
C -2.14810 1.07834 -0.13481
N -1.12521 2.11456 -0.24653
H 1.57667 0.17815 -1.27204
H -0.08656 0.49522 -2.10755
H 1.11525 -0.77660 -2.88109
H 0.71722 -2.12270 -0.69534
H -0.85457 -1.52008 -1.35615
H 0.78698 -0.07152 2.15704
H 0.68510 -1.69639 1.93128
H 2.80792 -1.44414 0.32017
H 2.60061 0.34034 0.77791
H 2.86452 -0.97337 2.13176
H -1.34691 -0.13834 1.79346
H -2.16394 -1.09663 0.55991
H -3.03227 1.43200 0.23287
H -2.33316 0.73611 -1.12674
H -1.46535 3.01993 0.29880
H -0.21736 1.68754 0.25736
H -0.62648 2.14179 -1.17243
```

LUMO in eV: -3.4
Spin multiplicity: 1
Orbital gap in Ha: 0.365
Net charge: +1
SMILES string: CCN(CC)CC[NH3+]


Relative to the most stable one, in kcal/mol, the structures come out at model P 134.7; model Q 0.0; model R 75.6; model S 77.9.


Model P:
# C5H6O3

The molecule C5H6O3 (wB97M-V/def2-TZVPD, the Open Molecules 2025 dataset).

Geometry as XYZ:
```
14
Properties=species:S:1:pos:R:3
C 1.18405 2.11350 -0.24669
C 0.34818 0.86558 -0.62394
O -0.29120 0.82523 -1.70880
C 0.59222 -0.40702 0.06602
O 1.65036 -0.60421 0.60192
C -0.31980 -1.58624 0.08374
C -1.70767 -1.47577 0.62752
O 0.06130 -2.63289 -0.40629
H 1.73514 2.56485 -1.14213
H 0.64642 2.94268 0.30415
H 2.09950 1.78656 0.26163
H -1.78094 -1.71435 1.69371
H -2.01283 -0.44401 0.48469
H -2.20472 -2.23390 0.00446
```

LUMO in eV: -1.1
Spin multiplicity: 1
Orbital gap in Ha: 0.323
SMILES string: CC(=O)C(=O)C(C)=O


Model Q:
# C5H6O3

The molecule C5H6O3 (wB97M-V/def2-TZVPD, the Open Molecules 2025 dataset).

Geometry as XYZ:
```
14
Properties=species:S:1:pos:R:3
O -1.74432 -1.58344 -2.07742
C -0.91788 -1.00613 -1.40327
O -0.15532 -0.07642 -2.03121
C -0.71596 -1.34950 0.02412
C -0.10984 -0.70964 1.02938
C 0.81277 0.49218 1.06564
C 0.48469 1.67463 0.33768
O 1.55588 0.80656 -0.14422
H 0.70164 0.13425 -1.51805
H -1.28052 -2.21230 0.27318
H -0.36375 -1.07154 2.06511
H 1.33472 0.57998 2.00660
H 0.77716 2.64539 0.73036
H -0.37926 1.67598 -0.35791
```

LUMO in eV: 0.1
Spin multiplicity: 1
Orbital gap in Ha: 0.386
SMILES string: O=C(O)/C=C\[C@@H]1CO1


Model R:
# C5H6O3

The molecule C5H6O3 (wB97M-V/def2-TZVPD, the Open Molecules 2025 dataset).

Geometry as XYZ:
```
14
Properties=species:S:1:pos:R:3
C 1.90178 0.86844 0.23728
C 0.77932 0.14346 -0.08043
C 0.94165 -1.30815 -0.40907
C -0.53153 1.04857 -0.09186
O -0.69702 2.24947 0.10611
C -1.71440 0.05627 0.22449
O -1.93912 -0.58365 1.34885
O -2.70329 0.25201 -0.84825
H 1.75638 1.89415 0.49747
H 2.89858 0.38941 0.71587
H 0.52738 -1.54375 -1.48529
H 2.02678 -1.51688 -0.07416
H 0.18751 -1.78531 0.22477
H -3.43401 -0.16406 -0.36580
```

LUMO in eV: -0.5
Spin multiplicity: 1
Orbital gap in Ha: 0.355
SMILES string: C=C(C)C(=O)C(=O)O


Relative to the most stable one, in kcal/mol, the structures come out at model P 0.0; model Q 2.1; model R 29.3.